(1)
This record from OMol25 describes a 7-piece molecular cluster, C46H101BF4N5O3 overall at a distorted geometry. The level of theory is ωB97M-V/def2-TZVPD.

energy above the lowest of the compared OMol25 structures with the same formula, charge and spin = 0.0000 eV
net charge = +3

XYZ file:
```
160
C46H101BF4N5O3 (ωB97M-V/def2-TZVPD)
C -2.347 1.734 -4.130
H 3.879 4.474 4.001
H 0.386 2.391 -4.750
C -2.372 -3.482 5.060
H 8.795 3.209 3.604
H -0.001 3.567 2.223
H -2.762 -6.304 3.324
C 1.310 2.182 -7.991
O -1.730 -0.965 2.488
C 7.842 3.088 3.040
H 4.335 3.818 -5.269
C 0.977 -5.983 -1.067
C -2.564 1.880 -0.488
C 1.194 4.840 3.467
F 2.233 2.776 -1.015
H -4.249 0.379 1.261
C 3.119 -4.533 -0.575
H 0.243 0.241 1.332
B 1.596 1.609 -1.368
C -3.772 3.426 0.994
H -0.138 3.579 -5.908
H -0.072 -5.700 -0.983
H 2.502 -2.082 -0.413
H -5.888 -0.780 -0.250
C -5.097 1.702 -0.225
H -3.912 -2.347 1.533
H -8.400 -0.445 0.265
H -1.936 0.718 -4.022
C 5.020 -3.226 0.328
C 5.171 -1.853 1.017
N -3.897 2.620 -0.233
H 1.988 3.961 5.359
H 4.124 2.953 4.833
H -7.654 1.191 0.274
F 1.020 1.653 -2.644
H -2.622 -5.037 1.369
C 1.624 3.728 4.324
H 5.245 -3.210 -0.721
H 3.905 -5.309 1.865
H -2.981 5.366 -1.395
H -1.066 1.847 -7.314
N 1.454 2.373 -6.531
C 3.444 -4.311 1.862
N -3.637 -4.383 3.136
H 3.905 -3.667 2.612
H -5.933 2.391 -0.294
C 6.573 3.231 3.878
C -3.721 5.013 -0.711
H 5.681 -1.873 2.002
C 5.252 3.010 3.029
H -4.808 3.673 1.159
F 0.572 1.522 -0.302
H 2.699 0.530 -6.670
C -2.758 -2.576 -0.169
H 3.232 1.120 2.895
H -5.580 1.416 1.859
H 5.784 -1.279 0.326
H 7.938 3.924 2.289
H 1.527 1.171 3.286
H 4.363 2.782 -6.614
F 2.333 0.428 -1.235
C -3.508 -3.165 4.055
H 2.934 2.045 -4.068
C -5.025 -4.818 2.771
C -4.115 3.692 -1.323
H 0.729 2.990 -8.541
C 3.756 -1.263 1.113
H -3.050 5.424 1.423
N 2.639 2.990 3.423
C 3.694 3.099 -5.800
H -3.130 -2.416 3.386
H -2.605 1.292 -1.396
H -1.358 -3.083 -1.784
H 1.569 0.695 -5.279
C -0.917 1.658 -6.233
H -1.836 -3.721 2.240
C 1.591 -4.654 -0.662
H 2.753 1.211 4.586
C -1.991 -3.600 -1.004
H -5.116 1.036 -1.096
H -1.844 4.436 0.509
H 0.847 4.882 1.247
H 1.248 -5.494 -3.140
H -1.466 -5.342 5.502
H -4.497 -2.887 4.427
H -2.731 -3.614 6.047
O 0.504 -0.423 1.973
H -1.362 -4.208 -0.387
H 0.843 2.997 4.497
H -4.573 5.716 -0.544
H 0.816 -7.203 -2.781
H 1.221 -6.772 -0.385
C 0.888 4.178 2.147
C 2.275 1.183 -5.919
H 1.900 -2.394 1.272
H -2.095 -1.812 0.224
C 1.376 -6.370 -2.442
C 2.132 3.294 2.009
C 2.345 3.609 -6.347
H -2.551 3.036 -5.912
H 2.364 -4.431 2.080
H 1.943 2.388 1.501
H 2.497 4.015 -7.330
H 2.013 5.608 3.341
H -5.012 -5.570 2.018
C 4.065 3.390 3.848
H -1.780 2.584 -0.661
C -6.190 -0.311 0.674
C -2.798 -4.109 1.894
H 0.868 1.237 -8.225
H 1.831 4.368 -5.723
C -1.845 -4.861 4.599
H -3.673 -5.791 4.708
H -3.387 2.795 1.802
H -5.485 -5.162 3.739
H -2.649 -4.273 -1.508
H -0.707 0.607 -6.203
C 2.532 1.564 3.602
H 3.468 -1.019 2.137
C -0.523 -1.303 2.507
H -2.304 1.327 0.429
H 5.615 -4.009 0.827
H -1.780 2.478 -3.571
H 2.385 -6.708 -2.442
C -7.636 0.159 0.743
H -7.910 0.373 1.759
H -4.448 -3.689 0.468
H 2.352 2.334 -8.448
H -3.497 3.542 -2.176
C 3.360 1.781 -5.037
H 5.316 3.631 2.144
H 0.289 5.405 3.847
H 4.273 1.142 -4.911
N 3.560 -3.622 0.527
H -3.425 -2.026 -0.813
C -2.296 2.013 -5.634
H -5.645 -4.056 2.331
C -2.997 4.668 0.607
H 3.583 -0.322 0.621
H 6.640 2.492 4.611
H -1.627 -2.663 5.066
H 3.492 -3.982 -1.506
H 1.246 -3.795 -1.283
H -6.003 -1.159 1.369
H 7.898 2.151 2.494
C -3.582 -3.196 0.922
H -3.041 1.331 -6.116
C 2.791 -2.342 0.596
H 6.533 4.195 4.368
C -5.215 0.843 1.047
H 1.289 -4.389 0.355
H -1.044 -4.663 3.917
H 2.901 3.947 1.535
H 5.266 2.005 2.652
C -3.002 -5.482 3.954
O 0.012 -2.367 2.944
H -3.381 1.734 -3.797
H -5.089 3.697 -1.742
C 0.210 2.544 -5.807
H 3.720 -5.440 -0.466
```

(2)
This record from OMol25 describes a 13-piece molecular cluster, C46H105N6O16S3 overall at a distorted geometry. The level of theory is ωB97M-V/def2-TZVPD.

net charge = +1

XYZ file:
```
176
C46H105N6O16S3 (ωB97M-V/def2-TZVPD)
H -28.728 0.061 -16.497
O -29.692 3.162 -16.762
H -25.971 14.018 -13.464
C -33.690 9.723 -12.602
H -28.534 10.478 -14.012
H -31.291 17.664 -13.797
O -25.018 11.366 -12.944
H -29.908 11.782 -5.872
H -27.770 9.238 -16.677
C -29.310 11.925 -21.782
C -28.215 13.647 -16.542
O -25.518 15.368 -9.392
H -33.117 5.896 -11.624
H -28.123 7.603 -12.226
H -25.738 6.170 -20.855
C -26.222 6.787 -20.093
H -31.360 11.209 -8.504
H -26.117 4.239 -15.229
H -28.844 5.601 -17.395
C -24.787 15.869 -10.209
H -31.496 10.264 -11.675
H -24.933 9.004 -13.434
H -28.387 11.596 -11.605
O -30.341 9.072 -18.502
C -29.706 5.601 -16.726
H -34.282 10.319 -11.894
C -27.599 13.833 -22.806
C -23.717 5.022 -16.012
C -24.947 7.027 -16.614
H -28.902 14.367 -16.106
H -27.012 5.571 -15.993
H -26.911 9.710 -14.341
C -25.798 15.425 -19.824
H -27.948 7.559 -14.675
O -29.652 12.317 -8.713
H -28.138 17.147 -19.665
H -30.610 5.804 -17.297
H -27.037 13.860 -21.871
H -23.683 17.440 -9.327
H -28.371 13.720 -18.626
H -32.969 12.201 -14.495
S -31.597 8.830 -19.277
H -23.841 4.106 -16.602
H -29.474 10.342 -6.836
H -31.236 1.865 -10.817
C -32.258 17.158 -13.730
C -26.376 15.452 -11.910
N -24.920 5.814 -16.024
C -29.252 11.540 -9.712
H -28.669 11.649 -20.944
H -32.469 16.892 -12.696
H -33.926 10.760 -14.977
H -29.925 12.772 -21.482
H -23.471 8.022 -13.199
H -22.846 5.572 -16.350
H -21.410 9.359 -12.399
H -31.135 10.585 -6.269
H -29.767 0.597 -17.780
H -29.261 9.996 -16.333
C -26.294 15.060 -13.377
O -25.115 15.993 -11.506
H -33.213 9.025 -11.916
C -31.535 10.773 -12.646
H -30.765 4.349 -15.362
H -28.735 7.837 -20.455
N -23.455 9.864 -12.224
C -30.711 11.830 -7.874
H -26.302 5.859 -14.483
H -26.713 14.657 -11.252
H -29.047 4.227 -15.178
H -30.690 6.016 -11.857
H -30.543 14.052 -14.495
H -33.298 7.968 -17.820
C -30.194 3.642 -11.423
H -24.728 15.516 -19.590
H -32.467 7.400 -10.815
C -25.501 17.739 -20.576
H -32.953 10.621 -20.115
C -26.171 11.255 -16.551
H -27.366 12.373 -10.312
S -28.386 12.304 -23.285
S -32.203 15.643 -14.688
H -27.320 11.782 -18.562
H -25.634 15.715 -13.941
H -26.864 14.041 -23.589
H -31.300 11.176 -19.715
H -30.867 14.885 -12.859
C -29.016 0.939 -17.070
C -31.128 5.728 -10.901
H -27.381 12.627 -14.830
H -33.033 5.976 -9.923
H -31.685 10.220 -21.218
H -28.155 1.352 -17.592
N -32.682 10.514 -13.300
O -29.556 10.375 -9.844
C -23.936 11.102 -12.431
H -27.064 6.203 -19.723
O -27.325 11.281 -23.421
H -29.064 12.130 -15.230
O -29.201 4.194 -11.817
C -28.179 11.650 -17.906
H -27.896 8.783 -19.220
C -27.935 8.565 -20.286
C -28.365 12.222 -10.722
O -25.958 7.705 -16.713
H -22.910 16.730 -10.779
C -28.099 12.449 -15.627
H -25.792 12.178 -16.986
H -23.196 11.884 -12.201
O -26.457 14.441 -19.519
C -31.889 10.382 -20.164
H -27.945 17.411 -21.379
C -30.721 14.965 -13.934
H -28.299 14.670 -22.850
C -32.983 11.109 -14.578
O -30.644 11.454 -13.145
H -30.142 1.642 -12.227
H -27.282 15.115 -13.842
H -30.471 6.098 -10.115
C -29.521 1.995 -16.130
C -27.733 16.700 -20.587
C -28.862 8.151 -12.806
C -32.509 6.316 -10.821
C -30.238 11.088 -6.644
H -28.179 9.440 -20.884
N -27.672 11.314 -16.537
H -29.864 15.635 -14.062
H -24.610 8.147 -11.887
H -32.473 9.414 -17.160
C -28.782 13.071 -17.860
H -29.528 8.238 -14.832
H -31.377 12.663 -7.646
O -31.897 16.013 -16.088
N -26.672 8.007 -20.710
H -25.537 18.010 -21.631
H -34.346 9.206 -13.293
H -25.874 10.441 -17.211
O -24.921 8.074 -22.156
C -27.974 9.729 -14.571
O -29.713 1.853 -14.949
H -22.239 8.815 -10.910
H -28.770 13.210 -10.951
H -25.481 6.959 -19.314
O -31.240 4.301 -10.910
C -23.480 16.525 -9.876
H -23.947 7.304 -16.982
H -29.812 7.622 -12.678
C -30.286 2.140 -11.274
H -21.772 10.528 -11.173
C -25.967 8.540 -21.738
H -33.804 9.486 -18.371
H -27.116 16.257 -11.823
C -32.902 8.960 -18.050
H -28.892 10.921 -18.280
C -29.835 4.320 -15.934
H -25.819 11.092 -15.538
C -28.587 8.356 -14.286
H -29.120 9.074 -12.276
H -32.150 10.887 -15.255
C -26.125 5.308 -15.415
H -29.869 13.155 -17.870
H -27.226 14.057 -16.748
H -29.515 6.388 -15.996
H -32.975 17.842 -14.175
H -25.911 18.557 -19.980
C -24.174 8.708 -12.718
H -29.502 1.861 -10.571
N -26.311 16.552 -20.336
H -28.212 15.733 -20.671
H -23.520 4.628 -15.009
H -29.883 11.061 -22.106
C -22.151 9.619 -11.637
H -26.399 9.447 -22.186
C -28.208 10.007 -16.034
H -24.467 17.541 -20.307
H -22.912 15.818 -9.275
```

Results for HOMO level: -0.5218 -0.3774 (in hartree, following the order of the records).